Entry from the OMol25 dataset: a molecular structure, C33H28BrN6O4S2V (ωB97M-V/def2-TZVPD).

```
75
Properties=species:S:1:pos:R:3
V -0.091 -1.209 0.370
Br -0.022 -0.085 4.508
C 1.574 -0.530 3.614
C 2.733 -0.457 4.392
C 3.941 -0.811 3.835
C 3.955 -1.257 2.519
C 2.756 -1.298 1.844
N 1.569 -0.919 2.346
C 2.737 -1.864 0.474
O 3.652 -2.143 -0.217
O 1.435 -1.928 -0.018
H 2.658 -0.131 5.418
H 4.851 -0.762 4.417
H 4.856 -1.584 2.020
C -0.172 5.764 0.251
C 0.499 4.764 1.203
C 0.970 5.492 2.472
C 1.723 4.172 0.504
C -0.512 3.691 1.592
C -1.700 4.078 2.255
C -2.649 3.174 2.666
C -2.413 1.826 2.399
S -3.364 0.454 2.868
C -2.214 -0.571 2.163
N -1.200 0.036 1.577
C -1.268 1.420 1.714
C -0.306 2.353 1.322
C -2.139 -2.018 2.189
C -2.940 -2.880 2.911
C -2.594 -4.230 2.949
C -1.463 -4.701 2.296
C -0.668 -3.847 1.539
C -1.027 -2.501 1.477
H 0.543 6.535 -0.037
H -1.023 6.261 0.716
H -0.523 5.268 -0.656
H 1.694 6.263 2.207
H 1.449 4.800 3.168
H 0.146 5.980 2.992
H 2.412 4.974 0.243
H 1.454 3.659 -0.423
H 2.263 3.475 1.150
H -1.868 5.126 2.462
H -3.538 3.497 3.188
H 0.588 2.024 0.815
H -3.797 -2.518 3.465
H -3.206 -4.917 3.519
H -1.199 -5.748 2.368
H 0.186 -4.226 0.999
N 1.976 -0.117 -6.836
C 1.269 -0.133 -5.696
C 1.898 -0.454 -4.469
C 1.182 -0.466 -3.305
C -0.185 -0.158 -3.330
C -0.832 0.144 -4.537
C -0.114 0.163 -5.701
S -1.112 -0.204 -1.908
O -0.317 0.396 -0.760
O -2.429 0.289 -2.071
N -1.021 -1.687 -1.186
C -1.350 -2.862 -1.906
N -0.883 -3.996 -1.420
C -1.197 -5.084 -2.130
C -1.941 -5.014 -3.293
C -2.344 -3.754 -3.707
N -2.050 -2.660 -3.009
H 2.961 -0.311 -6.843
H 1.545 0.126 -7.711
H 2.955 -0.687 -4.457
H 1.680 -0.714 -2.376
H -1.892 0.362 -4.539
H -0.604 0.407 -6.634
H -0.834 -6.031 -1.748
H -2.189 -5.900 -3.858
H -2.923 -3.610 -4.611
```

Total energy = -6217.7489 Ha
Total charge = +2
ΔE to the lowest compared entry with this formula, charge and spin = 8.7 kcal per mole

Want to see where the charge sits? The Mulliken charges in e are: -1.177 0.042 0.216 -0.744 -0.552 -0.765 0.729 0.376 -0.044 -0.511 -0.417 0.473 0.479 0.543 -1.561 1.864 -1.596 -1.941 0.064 -0.468 -1.573 1.409 -0.305 0.698 1.479 -2.213 0.724 0.286 -0.706 -0.738 -0.957 0.032 1.148 0.461 0.349 0.344 0.457 0.366 0.340 0.452 0.362 0.344 0.477 0.442 0.431 0.522 0.457 0.508 0.534 -0.430 1.141 -0.919 -0.511 0.075 -0.527 -0.866 1.551 -0.651 -0.774 0.853 0.283 -0.199 -0.205 -0.699 -0.219 -0.466 0.207 0.208 0.366 0.356 0.555 0.352 0.478 0.433 0.467

Entry from the OMol25 dataset: a molecular structure, C33H28IN4O3PS4Sc (ωB97M-V/def2-TZVPD).

```
75
Properties=species:S:1:pos:R:3
Sc -0.634 0.508 -0.491
O 3.247 1.530 -2.074
C 2.259 1.278 -1.383
N 1.054 0.862 -1.773
C 0.735 1.027 -3.175
C -0.656 1.615 -3.318
C -1.197 1.793 -4.582
C -2.493 2.247 -4.711
C -3.220 2.509 -3.551
C -2.610 2.325 -2.332
N -1.338 1.900 -2.204
C 2.339 1.513 0.110
C 3.564 1.687 0.735
C 3.582 1.959 2.091
C 2.376 2.060 2.772
C 1.198 1.872 2.069
N 1.179 1.600 0.763
H 0.746 0.079 -3.724
H 1.467 1.683 -3.655
H -0.606 1.540 -5.453
H -2.956 2.350 -5.684
H -4.258 2.804 -3.607
H -3.147 2.484 -1.405
H 4.460 1.614 0.136
H 4.521 2.097 2.612
H 2.339 2.284 3.829
H 0.230 1.927 2.555
S -0.019 -1.762 3.550
S -1.456 -0.274 3.868
S -2.790 -0.125 2.308
S -2.227 1.568 1.307
O 0.071 -0.769 1.138
C 0.662 -1.409 1.988
C 2.013 -1.973 1.694
C 3.026 -1.794 2.621
C 4.321 -2.193 2.313
C 4.575 -2.789 1.091
C 3.548 -2.999 0.173
C 2.253 -2.591 0.449
P 0.822 -2.825 -0.702
C 1.514 -3.981 -1.937
C 2.274 -3.388 -2.950
C 2.803 -4.151 -3.978
C 2.552 -5.517 -4.027
C 1.774 -6.109 -3.044
C 1.258 -5.347 -2.002
C -0.204 -3.878 0.393
C 0.332 -4.870 1.220
C -0.486 -5.579 2.083
C -1.849 -5.302 2.132
C -2.388 -4.323 1.314
C -1.568 -3.611 0.445
H 2.799 -1.318 3.567
H 5.122 -2.037 3.024
H 5.580 -3.107 0.845
H 3.764 -3.495 -0.764
H 2.443 -2.315 -2.933
H 3.392 -3.677 -4.752
H 2.947 -6.112 -4.839
H 1.560 -7.169 -3.087
H 0.648 -5.821 -1.244
H 1.396 -5.077 1.197
H -0.063 -6.342 2.725
H -2.487 -5.851 2.813
H -3.446 -4.099 1.348
H -1.996 -2.836 -0.183
N -1.808 -1.752 -3.285
C -2.525 -1.514 -2.106
O -1.873 -0.705 -1.275
C -3.758 -1.965 -1.840
I -5.146 0.856 -6.659
H -0.877 -2.110 -3.120
H -2.321 -2.296 -3.964
H -4.286 -1.576 -0.982
H -4.273 -2.622 -2.525
```

Total energy = -4711.9451 Ha
Total charge = -1
ΔE to the lowest compared entry with this formula, charge and spin = 5.9 kcal per mole

Want to see where the charge sits? The Mulliken charges in e are: -0.180 -0.798 -0.366 0.616 -1.223 1.210 -0.870 -0.486 -0.799 -0.184 0.003 0.723 -0.515 -0.399 -0.744 -0.228 0.141 0.168 0.558 0.394 0.511 0.418 0.353 0.505 0.435 0.450 0.430 -0.132 -0.144 -0.043 -0.441 -0.269 0.852 -0.016 -0.234 -1.063 -0.761 -0.969 0.232 1.968 -0.074 -0.338 -0.600 -0.583 -0.638 -0.607 0.400 -0.246 -0.764 -0.558 -0.540 -0.660 0.481 0.399 0.433 0.456 0.492 0.438 0.370 0.404 0.355 0.499 0.411 0.391 0.482 0.196 -0.339 0.380 0.509 -1.220 -0.871 0.052 0.273 0.288 0.219

Entry from the OMol25 dataset: a molecular structure, C33H28MgO5P2S2 in a non-equilibrium geometry (ωB97M-V/def2-TZVPD).

```
71
Properties=species:S:1:pos:R:3
Mg -0.590 0.516 -0.305
O -2.895 1.053 -3.361
C -2.165 0.527 -2.531
O -1.150 1.053 -1.999
C -2.458 -0.945 -2.140
C -1.149 -1.735 -2.002
C -1.461 -3.244 -1.981
C -2.024 -3.399 -0.559
C -1.954 -1.947 -0.057
O -0.772 -1.476 -0.669
C -3.054 -1.112 -0.724
C -3.270 0.199 0.075
O -4.423 0.548 0.298
O -2.232 0.770 0.509
H -3.116 -1.358 -2.909
H -0.355 -1.430 -2.684
H -2.179 -3.522 -2.752
H -0.549 -3.825 -2.122
H -3.041 -3.790 -0.540
H -1.383 -4.031 0.055
H -1.889 -1.843 1.025
H -4.024 -1.623 -0.748
S 2.610 -0.103 -2.054
P 2.225 1.245 -0.662
C 1.133 1.168 0.671
P 1.422 0.090 1.990
S 0.311 -1.479 2.427
C 1.283 1.236 3.431
C 0.151 1.257 4.235
C 0.083 2.110 5.323
C 1.141 2.955 5.614
C 2.262 2.959 4.796
C 2.328 2.113 3.708
C 3.111 -0.554 2.306
C 3.567 -0.727 3.610
C 4.800 -1.298 3.848
C 5.577 -1.736 2.787
C 5.100 -1.622 1.493
C 3.867 -1.045 1.252
C 3.834 1.967 -0.105
C 3.761 3.075 0.731
C 4.912 3.705 1.160
C 6.152 3.244 0.741
C 6.229 2.149 -0.102
C 5.075 1.512 -0.525
C 1.686 2.765 -1.534
C 2.531 3.279 -2.512
C 2.192 4.430 -3.197
C 1.011 5.090 -2.896
C 0.171 4.586 -1.915
C 0.503 3.426 -1.239
H -0.660 0.576 4.009
H -0.796 2.116 5.956
H 1.098 3.606 6.481
H 3.086 3.627 5.017
H 3.200 2.106 3.065
H 2.951 -0.409 4.441
H 5.158 -1.394 4.868
H 6.548 -2.175 2.979
H 5.694 -1.979 0.664
H 3.483 -0.964 0.242
H 2.780 3.433 1.023
H 4.846 4.562 1.820
H 7.056 3.743 1.071
H 7.197 1.795 -0.438
H 5.116 0.676 -1.210
H 3.456 2.759 -2.732
H 2.839 4.810 -3.979
H 0.749 6.001 -3.423
H -0.758 5.090 -1.682
H -0.158 3.024 -0.478
```

Total energy = -3329.9520 Ha
Total charge = -2

Want to see where the charge sits? The Mulliken charges in e are: 0.574 -0.832 0.145 -0.531 -0.109 0.102 -1.134 -1.185 0.041 -0.440 -0.078 0.173 -0.843 -0.762 0.441 0.539 0.401 0.357 0.441 0.306 0.702 0.433 -0.622 1.337 -0.566 1.583 -0.714 -0.529 -0.428 -0.597 -0.499 -0.932 0.153 0.049 -0.489 -0.639 -0.499 -0.641 -0.091 0.982 -1.192 -0.560 -0.431 -0.594 -0.294 0.376 -0.520 -0.657 -0.511 -0.736 0.083 0.325 0.377 0.333 0.400 0.558 0.413 0.376 0.346 0.409 0.433 0.434 0.393 0.367 0.379 0.416 0.332 0.358 0.337 0.395 0.053

Entry from the OMol25 dataset: a molecular structure, C33H28N5OPSZr in a non-equilibrium geometry (ωB97M-V/def2-TZVPD).

```
70
Properties=species:S:1:pos:R:3
Zr 0.017 0.003 -2.135
C -0.131 2.519 -4.915
C -1.334 2.655 -4.237
C -1.378 2.564 -2.844
C -0.203 2.394 -2.105
C 1.014 2.231 -2.808
C 1.046 2.299 -4.204
P -0.166 1.998 -0.260
C -0.387 3.610 0.540
C -0.485 4.802 -0.177
C -0.635 5.999 0.510
C -0.679 6.008 1.897
C -0.578 4.818 2.608
C -0.420 3.617 1.936
C -1.824 1.193 -0.275
C -2.981 1.702 0.277
C -4.173 1.002 0.085
C -4.199 -0.188 -0.638
C -3.032 -0.701 -1.182
C -1.822 -0.020 -1.001
H -0.099 2.589 -5.997
H -2.249 2.841 -4.790
H -2.318 2.694 -2.325
H 1.941 2.169 -2.249
H 1.988 2.223 -4.730
H -0.444 4.814 -1.257
H -0.716 6.926 -0.045
H -0.786 6.947 2.427
H -0.613 4.827 3.690
H -0.333 2.689 2.490
H -2.962 2.630 0.839
H -5.094 1.398 0.495
H -5.137 -0.709 -0.782
H -3.066 -1.629 -1.732
N -0.706 -0.737 -3.873
C -1.108 -0.562 -4.982
C -1.560 -0.290 -6.207
C -2.976 -0.145 -6.397
N -4.118 -0.028 -6.496
C -0.608 -0.059 -7.257
N 0.199 0.158 -8.050
C 4.021 -4.469 2.785
C 3.403 -4.868 1.445
C 3.156 -3.673 0.534
N 1.984 -2.916 1.036
C 1.192 -2.146 0.354
S 1.513 -1.922 -1.349
N 0.143 -1.518 0.962
C 0.145 -0.931 2.289
O -0.202 0.212 2.400
C 0.544 -1.796 3.415
C 0.201 -3.151 3.428
C 0.558 -3.939 4.510
C 1.264 -3.379 5.571
C 1.591 -2.029 5.563
C 1.221 -1.231 4.492
H 4.154 -5.343 3.423
H 3.399 -3.755 3.339
H 5.002 -4.013 2.637
H 2.459 -5.399 1.599
H 4.067 -5.555 0.920
H 2.965 -3.981 -0.490
H 4.024 -3.010 0.534
H 1.767 -3.043 2.019
H -0.489 -1.070 0.307
H -0.384 -3.571 2.615
H 0.277 -4.985 4.533
H 1.548 -3.999 6.413
H 2.128 -1.595 6.397
H 1.462 -0.174 4.477
```

Total energy = -2409.3755 Ha
Total charge = +2
ΔE to the lowest compared entry with this formula, charge and spin = 20.7 kcal per mole

Want to see where the charge sits? The Mulliken charges in e are: 0.861 -0.671 -1.003 0.951 -1.178 -0.062 -0.789 0.595 0.594 -0.462 -0.770 -0.547 -0.688 -0.321 1.214 -0.748 -0.673 -0.687 -0.791 -0.324 0.659 0.509 0.662 0.580 0.499 0.446 0.427 0.405 0.444 0.463 0.560 0.459 0.443 0.591 -0.636 0.853 0.131 0.017 -0.351 0.036 -0.358 -0.960 -0.751 -0.588 0.276 0.953 -0.477 0.237 0.451 -0.431 0.310 -0.079 -0.444 -0.632 -0.672 -0.676 0.324 0.181 0.343 0.318 0.386 0.592 0.302 -0.311 -0.203 0.375 0.468 0.443 0.443 0.479

Entry from the OMol25 dataset: a molecular structure, C33H28N5S3Tc in a non-equilibrium geometry (ωB97M-V/def2-TZVPD).

```
70
Properties=species:S:1:pos:R:3
Tc 0.406 -0.365 0.254
S -5.720 -0.222 3.831
C -6.644 -1.633 3.608
C -6.114 -2.450 2.658
C -4.940 -1.903 2.086
C -4.608 -0.681 2.615
C -3.486 0.174 2.227
C -2.364 -0.402 1.611
N -1.298 0.299 1.217
C -1.279 1.646 1.430
C -2.329 2.306 2.047
C -2.228 3.734 2.234
C -1.142 4.413 1.816
C -0.045 3.732 1.173
C 1.115 4.377 0.715
C 2.147 3.670 0.106
C 1.965 2.286 -0.023
N 0.865 1.653 0.399
C -0.134 2.361 0.992
C 3.363 4.306 -0.380
C 3.721 5.628 -0.271
C 4.973 5.914 -0.852
C 5.553 4.805 -1.399
S 4.586 3.429 -1.211
C -3.442 1.544 2.441
H -7.527 -1.799 4.207
H -6.556 -3.394 2.369
H -4.399 -2.381 1.276
H -2.329 -1.472 1.447
H -3.047 4.252 2.718
H -1.074 5.484 1.959
H 1.197 5.451 0.842
H 2.732 1.666 -0.469
H 3.111 6.376 0.221
H 5.439 6.889 -0.869
H 6.505 4.741 -1.907
H -4.284 2.045 2.908
C 1.897 -3.462 -2.333
N 2.664 -2.220 -2.393
C 4.076 -2.353 -2.036
C 2.047 -1.049 -1.982
C 0.667 -0.780 -2.510
C 0.328 -0.833 -3.846
C -0.991 -0.563 -4.217
C -1.975 -0.241 -3.267
C -1.654 -0.193 -1.930
C -0.309 -0.436 -1.556
H 2.286 -4.119 -1.539
H 1.951 -4.008 -3.275
H 0.843 -3.259 -2.130
H 4.511 -3.184 -2.588
H 4.216 -2.539 -0.962
H 4.620 -1.449 -2.311
H 2.711 -0.197 -2.159
H 1.965 -1.008 -0.777
H 1.071 -1.099 -4.590
H -1.265 -0.610 -5.264
H -2.987 -0.031 -3.588
H -2.410 0.062 -1.198
S 1.949 -1.414 1.968
C 1.011 -2.748 1.512
N 1.126 -4.008 1.986
C 0.359 -5.022 1.536
C -0.575 -4.783 0.565
C -0.680 -3.476 0.101
N 0.088 -2.497 0.571
H 1.825 -4.183 2.703
H 0.537 -5.993 1.981
H -1.199 -5.576 0.178
H -1.391 -3.205 -0.673
```

<S²> = 0.83
Total energy = -2822.5295 Ha
Total charge = +3
Spin multiplicity = 2

Want to see where the charge sits? The Mulliken charges in e are: -1.065 -0.105 -0.395 -0.620 -0.458 0.008 0.652 -0.613 0.086 0.123 0.560 -1.178 -1.162 0.544 -0.291 0.741 -0.678 0.108 -0.193 0.218 -0.486 -0.627 -0.349 -0.127 -0.483 0.463 0.414 0.429 0.518 0.497 0.500 0.480 0.462 0.358 0.421 0.453 0.556 -0.857 0.146 -0.987 0.471 0.133 -0.816 -0.709 -0.779 -0.614 1.331 0.318 0.355 0.248 0.398 0.363 0.311 0.774 0.068 0.599 0.463 0.489 0.504 -0.272 0.056 0.088 -0.299 -0.971 0.048 0.497 0.313 0.469 0.535 0.565

Entry from the OMol25 dataset: a molecular structure, C33H29AsBrN8Pt in a non-equilibrium geometry (ωB97M-V/def2-TZVPD).

```
73
Properties=species:S:1:pos:R:3
Pt -0.181 -0.051 -0.154
C -0.227 -0.232 4.223
C -0.643 -0.263 2.900
N 0.242 -0.210 1.904
C 1.573 -0.139 2.196
C 1.949 -0.099 3.546
N 1.062 -0.144 4.513
C 2.503 -0.101 1.069
C 3.884 -0.082 1.135
C 4.654 -0.034 -0.039
C 3.952 0.011 -1.256
C 2.571 -0.008 -1.265
N 1.881 -0.077 -0.120
C 1.701 0.043 -2.442
C 2.154 0.182 -3.759
N 1.320 0.210 -4.774
C 0.020 0.086 -4.565
C -0.468 -0.056 -3.271
N 0.360 -0.059 -2.230
C 6.128 -0.022 0.000
C 6.821 0.062 1.212
C 8.213 0.071 1.207
N 8.876 0.006 0.073
C 8.275 -0.074 -1.094
C 6.886 -0.095 -1.173
H -0.927 -0.281 5.046
H -1.693 -0.331 2.645
H 2.989 -0.029 3.841
H 4.358 -0.102 2.102
H 4.482 0.076 -2.192
H 3.208 0.272 -3.989
H -0.636 0.106 -5.425
H -1.528 -0.162 -3.087
H 6.329 0.124 2.172
H 8.784 0.134 2.125
H 8.895 -0.120 -1.980
H 6.450 -0.178 -2.158
N -7.562 0.368 0.356
C -6.421 0.360 0.236
C -4.997 0.282 0.125
C -4.433 -0.645 -0.748
C -3.055 -0.721 -0.879
C -2.218 0.103 -0.131
C -2.798 1.042 0.721
C -4.175 1.122 0.875
H -5.068 -1.298 -1.330
H -2.652 -1.450 -1.576
H -2.185 1.738 1.285
H -4.605 1.840 1.560
Br -1.849 2.665 -2.118
C -0.674 3.342 -0.797
C -0.616 4.717 -0.642
C 0.293 5.237 0.264
C 1.095 4.361 0.982
C 0.937 3.005 0.785
N 0.069 2.483 -0.093
H -1.261 5.356 -1.227
H 0.376 6.307 0.397
H 1.830 4.725 1.684
H 1.533 2.300 1.349
C 0.986 -3.804 0.571
As -0.454 -2.799 -0.265
C -0.588 -3.711 -1.983
C -1.995 -3.454 0.724
H 0.703 -4.859 0.563
H 1.142 -3.495 1.603
H 1.912 -3.688 0.010
H -1.073 -4.668 -1.788
H 0.409 -3.890 -2.382
H -1.172 -3.162 -2.718
H -2.087 -4.519 0.510
H -2.916 -2.953 0.435
H -1.840 -3.314 1.792
```

Total energy = -6641.0906 Ha
Total charge = +3
ΔE to the lowest compared entry with this formula, charge and spin = 18.4 kcal per mole

Want to see where the charge sits? The Mulliken charges in e are: -0.236 -0.665 -0.312 0.215 -0.407 0.006 -0.491 -0.139 -0.337 0.711 -0.377 0.081 0.917 0.037 -0.342 -0.487 -0.617 -0.488 0.203 1.201 -0.603 -0.488 -0.503 -0.496 -0.595 0.452 0.540 0.531 0.447 0.420 0.542 0.450 0.599 0.321 0.400 0.402 0.313 -0.371 -0.437 0.362 -0.937 -0.314 1.047 -0.259 -0.827 0.560 0.525 0.652 0.572 0.042 0.346 -0.796 -0.311 -0.970 -0.099 0.092 0.473 0.464 0.486 0.366 -1.163 0.784 -1.197 -1.129 0.510 0.372 0.427 0.470 0.432 0.360 0.522 0.353 0.386